Record 1
{"formula": "C10H24ClF6NNiO12S2", "method": "wB97M-V/def2-TZVPD", "species": ["Ni", "Cl", "O", "O", "O", "O", "C", "F", "F", "F", "S", "O", "O", "N", "S", "O", "O", "C", "F", "F", "F", "C", "C", "O", "H", "H", "H", "H", "H", "H", "C", "C", "O", "H", "H", "H", "H", "H", "H", "C", "C", "O", "H", "H", "H", "H", "H", "H", "C", "C", "O", "H", "H", "H", "H", "H", "H"], "xyz": [[-26.666, -4.286, -21.048], [-25.473, -3.580, -17.047], [-26.303, -2.529, -16.637], [-25.402, -4.541, -16.018], [-26.019, -4.280, -18.240], [-24.116, -3.167, -17.275], [-25.399, -4.502, -24.882], [-25.089, -3.971, -26.084], [-25.862, -5.765, -24.923], [-24.287, -4.420, -24.179], [-26.673, -3.343, -24.214], [-25.847, -2.253, -23.723], [-27.533, -2.989, -25.334], [-27.395, -4.303, -22.844], [-28.745, -4.813, -23.522], [-28.628, -5.302, -24.886], [-29.364, -5.817, -22.616], [-30.084, -3.273, -23.415], [-30.206, -2.917, -22.188], [-29.602, -2.219, -24.053], [-31.256, -3.609, -23.965], [-29.997, -6.604, -19.284], [-28.894, -5.553, -18.986], [-28.669, -4.667, -20.113], [-29.754, -7.436, -19.946], [-30.952, -6.127, -19.507], [-30.222, -7.114, -18.347], [-27.952, -6.017, -18.691], [-29.073, -4.937, -18.105], [-29.373, -4.021, -20.208], [-25.375, -7.688, -22.313], [-26.265, -7.260, -21.198], [-25.659, -6.105, -20.650], [-24.343, -7.952, -22.083], [-25.264, -6.802, -22.938], [-25.795, -8.459, -22.959], [-26.169, -8.078, -20.484], [-27.300, -7.260, -21.541], [-24.962, -6.359, -20.042], [-22.768, -2.251, -22.440], [-23.934, -2.506, -21.375], [-24.522, -3.777, -21.509], [-21.924, -2.940, -22.472], [-22.334, -1.252, -22.390], [-23.262, -2.191, -23.410], [-24.724, -1.795, -21.619], [-23.708, -2.321, -20.325], [-23.799, -4.399, -21.616], [-27.225, 0.054, -21.610], [-27.849, -1.318, -21.258], [-27.220, -2.228, -20.371], [-26.273, -0.053, -22.130], [-26.890, 0.573, -20.712], [-27.807, 0.652, -22.311], [-27.991, -1.815, -22.218], [-28.804, -0.948, -20.886], [-27.076, -1.761, -19.544]], "mulliken_charge": [1.840, 1.700, -0.485, -0.366, -0.553, -0.366, 0.534, -0.209, -0.188, -0.171, 0.514, -0.588, -0.443, 0.101, 0.576, -0.542, -0.596, 0.670, -0.174, -0.192, -0.233, -1.178, -0.458, -0.246, 0.252, 0.327, 0.449, 0.219, 0.446, 0.155, -1.122, -0.168, -0.215, 0.360, 0.107, 0.374, 0.437, 0.163, 0.173, -1.192, 0.016, -0.139, 0.373, 0.416, 0.268, -0.184, 0.379, 0.156, -1.457, 0.087, -0.073, 0.251, 0.386, 0.398, -0.153, 0.436, 0.129], "s2": 3.765, "homo_ev": [-13.3, -13.3], "total_charge": 1, "multiplicity": 4}

---

Record 2
{"formula": "C3H8N2S2", "method": "wB97M-V/def2-TZVPD", "species": ["C", "C", "C", "H", "H", "H", "H", "H", "H", "H", "H", "N", "N", "S", "S"], "xyz": [[-2.496, 1.455, 0.235], [0.125, -0.584, 0.093], [1.706, -0.315, -0.216], [-2.262, 2.519, -0.105], [-1.349, 1.185, 1.015], [-3.689, 1.061, 0.850], [-0.024, 0.786, -1.449], [1.774, 0.715, -0.050], [1.672, -0.664, -1.267], [2.522, -2.221, 0.022], [2.560, -1.462, 1.414], [-0.501, 0.215, -0.805], [2.644, -1.261, 0.388], [-2.162, 0.307, -1.208], [-0.519, -1.737, 1.084]], "mulliken_charge": [-0.648, 0.394, -0.761, 0.284, 0.171, 0.276, 0.269, 0.375, 0.339, 0.279, 0.266, -0.363, -0.623, -0.017, -0.240], "homo_ev": -8.5, "total_charge": 0, "multiplicity": 1, "e_above_lowest_kcal_mol": 89.7}

---

Record 3
{"formula": "C3H8N2", "method": "wB97M-V/def2-TZVPD", "species": ["N", "C", "C", "N", "C", "H", "H", "H", "H", "H", "H", "H", "H"], "xyz": [[-1.839, -0.011, -0.308], [-0.489, 0.049, 0.277], [0.591, 1.117, -0.195], [1.787, -0.090, -0.169], [0.585, -0.977, -0.199], [-2.457, 0.690, 0.122], [-2.072, -1.086, 0.128], [-0.417, 0.339, 1.306], [0.391, 1.337, -1.270], [0.891, 1.939, 0.408], [2.086, -0.267, 0.766], [0.396, -1.126, -1.311], [0.547, -1.915, 0.445]], "mulliken_charge": [-0.660, 0.008, -0.625, -0.523, -0.585, 0.267, 0.298, 0.306, 0.311, 0.304, 0.248, 0.320, 0.330], "smiles": "NC1CNC1", "homo_ev": -9.1, "total_charge": 0, "multiplicity": 1, "e_above_lowest_kcal_mol": 89.4}

---

Record 4
{"formula": "C3H5ClN2", "method": "wB97M-V/def2-TZVPD", "species": ["H", "N", "C", "N", "C", "C", "Cl", "H", "H", "H", "H"], "xyz": [[-3.986, -0.374, 0.096], [-3.050, -0.767, -0.065], [-2.196, 0.182, 0.056], [-0.841, -0.042, -0.005], [0.026, 1.029, -0.032], [1.359, 0.928, -0.037], [2.209, -0.632, 0.023], [-2.454, 1.199, 0.321], [-0.572, -1.008, -0.117], [-0.468, 2.001, -0.040], [2.037, 1.761, -0.083]], "mulliken_charge": [0.255, -0.644, 0.084, -0.212, 0.031, -0.378, -0.204, 0.219, 0.277, 0.207, 0.365], "smiles": "[H]/N=C/N/C=C\\Cl", "homo_ev": -8.6, "total_charge": 0, "multiplicity": 1, "e_above_lowest_kcal_mol": 1.8}

---

Record 5
{"formula": "C4H11NO", "method": "wB97M-V/def2-TZVPD", "species": ["C", "C", "C", "N", "C", "H", "H", "H", "H", "H", "H", "H", "H", "H", "O", "H", "H"], "xyz": [[0.495, 1.929, 0.204], [-0.213, 0.805, -0.002], [-1.243, 0.252, 0.968], [-0.186, 0.174, -1.238], [-0.466, -1.234, -1.437], [1.401, 2.226, -0.305], [0.383, 2.385, 1.187], [-0.850, -0.627, 1.494], [-1.364, 0.952, 1.791], [-2.197, 0.027, 0.496], [0.506, 0.570, -1.859], [-0.015, -1.850, -0.656], [-1.521, -1.517, -1.423], [-0.026, -1.494, -2.402], [1.976, -1.106, 0.760], [2.054, -1.065, 1.723], [1.269, -0.427, 0.699]], "mulliken_charge": [-0.870, 0.157, -1.001, -0.191, -0.818, 0.295, 0.257, 0.262, 0.374, 0.307, 0.227, 0.295, 0.247, 0.331, -0.653, 0.332, 0.448], "smiles": "C=C(C)NC.O", "homo_ev": -8.0, "total_charge": 0, "multiplicity": 1, "e_above_lowest_kcal_mol": 34.7}

---

Record 6
{"formula": "C5H9NO2", "method": "wB97M-V/def2-TZVPD", "species": ["C", "C", "C", "C", "C", "H", "H", "H", "H", "H", "H", "H", "H", "H", "N", "O", "O"], "xyz": [[-1.553, -1.621, -0.330], [-2.221, -0.152, -0.427], [-0.595, 1.564, 0.112], [0.661, 1.130, -0.442], [1.571, -0.116, -0.036], [-2.121, -2.013, 0.816], [-2.138, -2.082, -1.322], [-0.263, -1.591, -0.364], [-3.447, -0.397, -0.316], [-2.166, 0.394, -1.297], [-1.994, 1.008, 1.596], [-0.938, 2.669, 0.159], [1.505, 1.965, -0.709], [2.519, -1.098, 1.205], [-1.507, 0.617, 0.674], [1.499, -0.789, 1.024], [2.552, -0.211, -0.743]], "mulliken_charge": [-0.568, -0.725, -0.354, -0.116, 0.455, 0.217, 0.264, 0.166, 0.287, 0.474, 0.260, 0.307, 0.233, 0.384, -0.242, -0.426, -0.613], "homo_ev": -8.7, "total_charge": 0, "multiplicity": 1, "e_above_lowest_kcal_mol": 136.0}

---

Record 7
{"formula": "C2H12NO2S2", "method": "wB97M-V/def2-TZVPD", "species": ["N", "C", "C", "S", "S", "H", "H", "H", "H", "H", "H", "H", "H", "H", "H", "O", "H", "H", "O"], "xyz": [[-0.159, -0.089, -0.797], [0.976, 0.365, 0.072], [2.180, -0.547, 0.414], [1.963, -2.319, 0.133], [3.809, -3.012, 0.633], [-1.006, 0.179, -0.284], [-3.801, 3.123, 0.533], [0.049, 0.238, -1.751], [0.448, 0.653, 1.049], [1.364, 1.387, -0.347], [3.061, -0.011, 0.004], [2.247, -0.508, 1.481], [4.396, -2.883, -0.628], [-2.777, -1.047, 1.145], [-3.353, -0.215, -0.059], [-2.557, -0.584, 0.334], [-3.474, 3.477, -0.909], [-0.175, -1.114, -0.847], [-3.189, 2.908, -0.177]], "mulliken_charge": [-0.222, -0.599, -0.490, -0.096, -0.203, 0.352, 0.326, 0.359, 0.278, 0.323, 0.428, 0.376, 0.192, 0.300, 0.311, -0.645, 0.328, 0.323, -0.640], "homo_ev": -12.6, "total_charge": 1, "multiplicity": 1, "e_above_lowest_kcal_mol": 21.2}

---

Record 8
{"formula": "C24H28HgNO3", "method": "wB97M-V/def2-TZVPD", "species": ["C", "C", "C", "H", "C", "C", "H", "C", "C", "C", "H", "C", "C", "H", "H", "H", "H", "H", "H", "Hg", "C", "C", "C", "H", "H", "H", "H", "H", "H", "C", "C", "H", "H", "O", "N", "C", "H", "C", "C", "H", "C", "H", "C", "H", "C", "H", "C", "H", "H", "H", "C", "O", "C", "O", "H", "H", "H"], "xyz": [[2.245, -0.082, 2.642], [2.286, -0.784, 1.416], [1.923, 0.108, 0.381], [2.535, -1.823, 1.296], [1.690, 1.369, 0.969], [1.891, 1.252, 2.355], [1.353, 2.250, 0.454], [-1.238, -1.685, 3.013], [-0.141, -2.403, 2.507], [-0.236, -2.406, 1.099], [0.651, -2.844, 3.088], [-1.385, -1.685, 0.711], [-2.001, -1.245, 1.912], [1.858, -0.121, -0.669], [1.720, 2.030, 3.078], [2.459, -0.489, 3.616], [-2.884, -0.637, 1.982], [0.471, -2.861, 0.428], [-1.442, -1.474, 4.049], [0.060, -0.157, 1.784], [-1.916, -1.477, -0.692], [-3.424, -1.748, -0.671], [-1.233, -2.427, -1.671], [-3.619, -2.758, -0.314], [-3.842, -1.639, -1.667], [-3.937, -1.057, -0.004], [-1.424, -3.465, -1.403], [-0.155, -2.272, -1.681], [-1.613, -2.263, -2.673], [-1.619, -0.020, -1.073], [-2.156, 0.502, -2.388], [-0.534, 0.120, -1.079], [-1.975, 0.641, -0.284], [-3.064, -0.013, -3.033], [-1.555, 1.644, -2.832], [-0.369, 2.275, -2.301], [-1.880, 1.939, -3.739], [0.949, 1.697, -2.767], [2.130, 2.321, -2.370], [2.085, 3.192, -1.728], [3.360, 1.830, -2.776], [4.268, 2.327, -2.459], [3.430, 0.698, -3.578], [4.390, 0.310, -3.891], [2.260, 0.066, -3.968], [2.302, -0.818, -4.591], [1.026, 0.565, -3.566], [0.119, 0.070, -3.884], [-0.396, 2.249, -1.212], [-0.409, 3.330, -2.570], [-0.034, 0.858, 5.120], [-0.958, 1.451, 4.285], [-0.994, 1.337, 2.932], [-1.702, 2.100, 2.298], [-0.340, 1.030, 6.172], [0.962, 1.318, 4.995], [0.050, -0.228, 4.951]], "mulliken_charge": [-0.382, -1.183, -0.511, 0.515, -0.349, -0.945, 0.403, -0.751, -0.878, -0.806, 0.353, -0.383, -0.732, 0.332, 0.598, 0.449, 0.315, 0.430, 0.759, 2.223, 2.985, -2.022, -2.317, 0.456, 0.508, 0.312, 0.460, 0.264, 0.493, -0.530, 0.048, -0.381, 0.422, -0.709, -0.015, -1.090, 0.299, 0.918, -0.265, 0.345, -0.608, 0.376, -0.457, 0.374, -0.663, 0.401, -0.160, 0.362, 0.083, 0.527, -0.388, -0.315, -0.126, -0.587, 0.264, 0.167, 0.111], "homo_ev": -3.0, "total_charge": -1, "multiplicity": 1, "e_above_lowest_kcal_mol": 73.4}

---

Q: Number 4 is which compound?
A: C3H5ClN2

---

Q: Number 1 is which compound?
A: C10H24ClF6NNiO12S2